Record 1
ORCA calculation (ωB97M-V with the def2-TZVPD basis set) on C10H25FeN6O2 as an isolated structure.

The calculation puts the orbital gap (alpha / beta) at 9.047 / 7.601 eV. Its net charge is +2. The spin multiplicity is 6. The relative energy (zero: lowest compared OMol25 entry of this formula, charge and spin) comes out at 3.9 kJ/mol.

Element x y z (Å)
N  1.68  1.15  1.28
H  -0.84  3.03  -4.25
H  -2.59  1.17  0.15
C  1.42  0.85  2.71
C  1.06  -0.61  2.84
C  -1.25  0.79  -2.86
N  0.27  1.81  -1.38
H  -1.92  1.78  1.49
H  -0.05  -1.94  -1.24
O  1.17  2.76  -1.00
H  2.27  1.09  3.34
N  -1.93  0.96  0.90
H  1.81  2.15  1.12
H  -1.02  -2.61  1.11
H  0.18  -3.03  2.33
H  2.01  -2.32  0.79
N  -1.44  -0.01  -1.88
O  -2.14  -1.03  -1.75
H  0.83  -0.86  3.88
H  -2.69  1.38  -4.32
H  1.52  -1.54  -1.32
C  -0.03  -2.35  1.50
C  -2.44  -0.21  1.67
H  -3.35  0.04  2.20
C  1.01  -2.52  0.41
H  0.89  2.76  -4.09
H  -2.36  -0.35  -4.26
H  0.07  3.94  -3.06
C  -1.37  -0.66  2.65
Fe  0.02  0.35  0.12
H  -1.18  0.75  -4.99
H  -2.68  -1.00  0.95
H  1.34  3.38  -1.74
H  -1.71  -1.52  3.22
H  2.58  0.74  1.02
C  -1.91  0.63  -4.19
N  -0.09  -0.95  1.97
H  -1.19  0.15  3.37
H  0.59  1.48  3.03
C  -0.29  1.88  -2.54
H  1.00  -3.55  0.05
C  -0.02  2.96  -3.53
N  0.72  -1.57  -0.69
H  1.91  -1.22  2.55

***

Record 2
ORCA calculation (ωB97M-V with the def2-TZVPD basis set) on C10H26AlKLiN5NaO16PS as an isolated structure.

The calculation puts the orbital gap at 1.185 eV. Its net charge is 0.

Element x y z (Å)
C  1.57  2.32  0.45
O  5.00  -2.30  0.00
H  2.59  0.54  0.53
O  -2.64  3.63  -2.55
O  -3.70  0.41  4.74
C  -2.51  0.84  -0.10
C  -4.41  -2.52  -1.30
N  1.52  2.37  -0.99
O  3.19  -1.51  0.85
H  -5.11  -3.35  -1.20
H  -2.02  1.04  1.94
H  6.11  -3.75  1.46
K  -4.79  1.85  3.83
O  -2.99  -1.74  5.92
H  -3.15  2.21  1.36
O  1.19  -1.34  -1.91
O  -2.48  -3.83  -0.91
H  7.19  -4.77  0.55
N  1.93  3.67  0.88
H  3.50  1.89  0.74
H  0.31  1.38  2.01
H  2.56  -2.09  -4.50
O  4.83  -0.18  0.36
C  0.23  1.74  0.98
H  -1.63  0.34  -0.50
C  -1.02  2.64  0.90
N  2.63  1.44  1.02
O  2.90  -0.30  -2.65
H  -1.22  -0.12  -4.29
N  4.39  -1.32  0.38
C  1.68  -1.53  -4.18
H  -1.94  4.25  -0.19
H  1.67  3.93  1.82
O  -0.97  1.81  -2.41
C  -3.11  -2.85  -0.57
H  -4.89  -1.61  -0.92
O  -2.79  -2.05  0.46
H  -1.88  -0.50  -5.58
Al  -4.06  -2.93  1.70
C  -2.23  1.70  1.09
N  1.96  -1.02  -2.82
Li  1.77  2.26  2.58
H  -1.03  3.32  1.76
O  -1.26  -0.83  -4.93
P  -4.15  -0.95  5.30
O  7.21  -5.03  2.60
S  -1.96  2.63  -1.80
O  -3.04  1.70  -1.16
H  0.79  -2.15  -4.15
H  -0.33  3.88  -0.81
H  -4.19  -2.38  -2.36
C  -1.23  3.45  -0.39
O  -4.75  -1.82  4.18
H  1.53  -0.67  -4.82
C  7.11  -4.25  1.53
H  2.46  2.49  -1.35
H  1.16  1.51  -1.37
Na  1.51  -2.68  0.14
H  0.03  0.83  0.41
H  -3.24  0.08  0.10
H  7.80  -3.38  1.51
O  -5.19  -0.78  6.40
H  1.61  4.38  0.24

***

Record 3
ORCA calculation (ωB97M-V with the def2-TZVPD basis set) on C10H26ClIIrNO2P2 as an isolated structure.

The calculation puts the orbital gap (alpha / beta) at 10.086 / 5.523 eV. Its net charge is +2. The spin multiplicity is 5.

Element x y z (Å)
H  -3.94  -0.01  -1.82
H  -3.63  0.33  -0.11
H  3.25  0.16  -6.07
H  1.86  3.07  0.51
H  -1.39  -2.75  -0.16
H  3.29  -0.19  2.10
H  2.07  2.22  2.07
H  1.71  -0.36  -6.66
C  2.52  -0.65  -6.01
Cl  -0.28  2.76  -1.65
H  -3.02  1.45  -1.37
H  3.46  2.45  1.00
H  -1.24  2.48  3.73
C  3.40  0.45  -0.96
N  -0.78  -0.40  2.45
H  -2.85  1.90  3.19
H  -1.92  0.95  4.39
H  -0.36  -0.84  1.62
H  4.34  0.61  -0.43
H  3.32  1.17  -1.79
C  -1.64  -1.23  -2.90
Ir  -0.03  0.76  -0.54
C  -1.84  1.58  3.50
C  2.34  -0.45  1.62
H  -0.84  -1.96  -3.01
C  -1.18  0.89  2.35
H  1.56  -0.36  2.38
O  2.04  -1.71  -3.82
P  2.03  0.66  0.19
P  -1.65  -0.56  -1.22
H  -3.11  -2.33  -0.37
I  1.11  1.06  -3.80
H  2.40  -1.49  1.28
H  -0.91  -1.00  3.27
C  2.03  -0.78  -4.59
H  -1.48  -0.43  -3.63
H  -2.20  -1.59  0.94
C  -2.12  -1.93  -0.09
H  2.98  -1.55  -6.41
C  2.38  2.26  1.02
H  3.38  -0.55  -1.39
H  -2.61  -1.71  -3.10
O  -0.99  1.55  1.28
C  -3.21  0.40  -1.12

***

Record 4
ORCA calculation (ωB97M-V with the def2-TZVPD basis set) on a 3-piece molecular cluster, C10H26IO12P3S overall.

The calculation puts the orbital gap at 5.455 eV. Its net charge is 0.

Element x y z (Å)
P  -4.13  -2.31  0.47
O  2.06  -2.68  1.07
C  4.45  6.12  0.12
H  -4.36  -4.99  1.37
O  3.48  5.12  -0.16
H  -4.79  0.79  2.29
O  3.90  2.83  -0.86
O  2.81  -5.16  1.09
H  5.27  3.38  0.58
H  2.95  0.23  -0.47
O  3.04  0.19  0.54
C  2.09  -2.82  -1.76
H  0.61  -1.07  -2.29
H  1.33  5.99  -3.03
H  0.26  -1.99  1.98
H  5.26  6.12  -0.62
O  3.29  5.88  -2.38
S  1.74  -4.23  0.44
H  4.64  1.72  0.68
O  -5.46  -2.72  1.37
H  -5.29  -0.80  2.89
H  2.38  -2.94  -2.92
H  4.87  5.94  1.11
H  -2.90  -5.18  0.34
C  -5.07  -0.23  1.98
H  1.57  6.32  -1.29
H  2.06  7.51  -2.50
C  4.38  2.76  0.46
H  -6.95  -3.95  0.67
C  -3.98  -5.01  0.34
C  1.99  6.44  -2.29
O  2.22  3.83  -2.03
C  0.60  -2.13  -1.74
I  1.32  0.64  3.58
H  3.60  3.06  1.17
O  2.13  -4.20  -1.21
H  -7.46  -2.32  1.19
P  3.59  4.36  -1.62
O  -4.29  -3.82  -0.36
H  -6.61  -2.53  -0.36
O  -3.97  -0.80  1.30
P  1.39  0.09  1.14
C  -6.68  -2.89  0.67
H  -5.94  -0.16  1.33
H  3.96  7.10  0.11
H  2.95  -2.12  -1.32
H  -4.45  -5.85  -0.18
C  -0.12  -2.07  -0.27
H  -0.83  -3.00  -0.03
O  -2.86  -2.78  1.18
H  -0.86  -1.13  -0.31
C  0.89  -1.79  0.99
H  -0.10  -2.82  -2.42

***

Record 5
ORCA calculation (ωB97M-V with the def2-TZVPD basis set) on C10H26O8S as an isolated structure.

The calculation puts the orbital gap at 3.598 eV. Its net charge is -2. The relative energy (zero: lowest compared OMol25 entry of this formula, charge and spin) comes out at 1244.0 kJ/mol.

Element x y z (Å)
O  -1.19  2.66  -0.47
H  -0.80  2.60  -5.31
C  2.40  -2.54  -0.18
C  1.81  -3.49  0.90
H  0.47  -2.42  -1.39
H  -1.64  -3.39  0.88
H  -0.11  -2.50  0.63
H  -1.27  0.11  1.25
H  -1.72  3.17  -3.79
H  -1.37  -0.98  -0.08
H  -0.85  -0.87  1.55
H  0.76  4.04  0.42
H  -2.69  0.11  0.25
C  -1.27  2.36  -4.36
H  0.40  2.05  -3.12
H  0.71  2.26  0.56
C  1.23  -1.81  -0.91
C  -1.60  0.05  0.22
O  0.36  3.27  2.34
C  -0.96  -2.65  1.29
O  0.74  1.13  -0.76
H  -0.53  1.50  3.49
C  -0.59  0.92  2.57
H  1.10  -3.03  1.58
O  1.75  0.99  2.23
H  -0.67  -3.08  2.25
H  -1.29  0.10  2.77
H  -0.80  3.02  0.61
H  0.63  2.42  2.69
H  -0.03  0.62  -3.98
C  0.73  0.37  2.00
H  2.88  -3.11  -0.97
C  -0.46  1.46  -3.44
O  3.37  -1.65  0.29
H  1.42  -4.39  0.41
H  -1.07  1.59  1.86
H  0.74  -1.15  -0.19
O  -1.19  0.97  -2.32
H  -2.12  1.83  -4.78
H  2.51  -3.78  1.69
S  -0.69  1.34  -0.79
C  0.24  3.19  0.87
H  1.62  -1.15  -1.68
O  -1.62  -1.43  1.46
O  0.67  -0.74  1.46

***

Record 6
ORCA calculation (ωB97M-V with the def2-TZVPD basis set) on C10H27Cl2MnOP as an isolated structure.

The calculation puts the orbital gap (alpha / beta) at 6.734 / 4.272 eV. Its net charge is -1. The spin multiplicity is 5.

Element x y z (Å)
H  1.79  -2.58  -0.88
H  3.41  -1.88  -1.10
H  -1.83  -2.92  -2.56
H  -0.48  0.62  8.66
H  -1.93  2.30  -1.30
H  2.33  -1.29  0.19
C  2.37  -1.65  -0.84
H  -0.94  1.42  7.12
C  0.13  1.75  -1.83
H  2.95  -1.31  -3.48
O  0.10  -0.34  6.87
H  -0.74  -0.81  -3.37
H  -0.01  2.99  -3.58
H  -1.34  -2.55  -0.89
H  -0.11  -2.89  -2.13
P  0.13  -0.02  -1.21
C  1.82  -0.60  -1.80
H  -3.18  -1.00  -2.73
C  1.90  -1.08  -3.24
C  -0.01  1.91  -3.34
H  -0.08  -1.11  7.43
H  -2.81  -0.30  -1.14
C  -0.17  0.84  7.63
H  0.74  1.45  7.64
H  1.54  -0.34  -3.97
H  -2.57  0.66  -2.62
H  -0.10  1.47  4.62
H  0.82  1.45  -3.88
H  1.14  2.10  -1.53
H  -0.95  1.49  -3.71
C  -1.07  -2.41  -1.95
Mn  -0.15  -0.26  3.99
H  2.43  0.32  -1.69
Cl  1.04  -0.88  2.23
H  0.66  1.20  4.67
C  -1.07  -0.92  -2.32
C  -2.49  -0.34  -2.19
H  1.32  -2.01  -3.39
Cl  -2.16  -1.14  3.89
H  -0.77  3.64  -1.27
C  -0.90  2.58  -1.04
H  -0.76  2.44  0.04

***

Record 7
ORCA calculation (ωB97M-V with the def2-TZVPD basis set) on C10H27ClIOP2Y as an isolated structure.

The calculation puts the orbital gap at 4.814 eV. Its net charge is +2. The relative energy (zero: lowest compared OMol25 entry of this formula, charge and spin) comes out at 22.9 kJ/mol.

Element x y z (Å)
H  0.29  -1.05  4.25
H  1.07  -2.27  3.22
Cl  0.68  -0.68  -3.05
P  0.15  -3.62  -0.98
C  0.87  -1.19  3.31
H  -0.85  1.20  0.10
H  -0.01  4.74  1.37
C  1.90  -4.20  -1.37
H  -1.60  2.54  1.23
C  1.52  3.62  -1.39
C  -0.21  -4.32  0.64
H  1.86  -0.68  3.39
H  -2.12  2.15  -0.40
P  -0.15  3.46  -0.64
C  -1.16  0.06  2.57
H  -2.05  -0.22  2.01
H  -2.13  3.70  -2.01
H  -0.79  4.67  -2.68
H  -1.01  1.16  2.63
H  0.09  -5.38  0.64
H  0.10  5.75  -0.01
C  -0.42  4.89  0.36
H  -1.30  -4.22  0.78
H  -0.82  2.89  -2.91
C  -1.05  3.70  -2.21
H  -1.94  -4.34  -1.74
H  1.61  3.00  -2.30
H  -1.44  -0.21  3.59
H  2.31  -3.77  -2.31
H  1.78  -5.27  -1.51
H  -1.48  5.08  0.44
C  0.06  -0.66  2.16
H  2.60  -4.02  -0.53
C  -0.95  -4.29  -2.18
H  -0.63  -5.27  -2.50
I  1.03  2.63  1.74
O  0.46  -0.88  0.95
C  -1.22  2.22  0.24
H  2.32  3.37  -0.70
H  0.32  -3.77  1.44
H  1.65  4.69  -1.68
Y  1.68  -1.59  -0.89
H  -1.00  -3.64  -3.05

***

Record 8
ORCA calculation (ωB97M-V with the def2-TZVPD basis set) on C10H28Ag2F3NO10SV as an isolated structure.

The calculation puts the orbital gap (alpha / beta) at 6.908 / 7.291 eV. Its net charge is +2. The spin multiplicity is 4. The relative energy (zero: lowest compared OMol25 entry of this formula, charge and spin) comes out at 0.0 kJ/mol.

Element x y z (Å)
Ag  26.50  -6.76  -2.00
Ag  23.78  -1.71  -4.21
H  25.51  -4.84  -0.69
H  26.27  -0.88  -5.11
H  25.09  -8.81  -6.73
O  25.38  -5.66  -0.18
H  26.12  -6.51  1.56
H  28.70  -0.45  -3.13
N  22.69  -4.08  -2.07
C  28.68  -1.48  -2.75
H  28.26  -2.93  -7.01
H  22.25  -3.25  -2.44
H  27.96  -0.60  -5.59
H  26.04  -4.39  2.92
C  26.99  -8.84  -7.75
V  26.20  -4.82  -6.13
H  27.49  -9.43  -7.00
H  22.46  -4.89  -2.74
O  24.12  -5.12  -6.35
H  22.38  -4.20  -1.10
S  22.78  -5.23  -5.78
O  22.03  -4.00  -5.85
H  26.60  -7.52  -5.40
H  26.64  0.34  -6.26
H  25.65  -1.84  -7.28
H  27.17  -5.25  0.87
H  25.59  -3.46  1.54
H  27.67  -8.12  -8.22
F  21.69  -5.91  -8.03
O  25.53  -3.85  -2.25
H  28.44  -2.34  -0.76
C  26.94  -0.67  -5.96
H  29.71  -1.84  -2.76
C  25.79  -4.17  -3.47
H  24.46  -4.73  2.15
F  20.82  -6.81  -6.24
O  26.68  -1.28  -1.28
O  22.83  -5.85  -4.47
C  25.50  -4.46  1.97
H  28.06  -2.07  -3.43
H  26.69  -9.49  -8.58
O  27.32  -2.97  -6.78
O  25.33  -3.48  -4.50
C  25.78  -8.12  -7.19
C  26.14  -5.53  1.10
C  28.11  -1.45  -1.31
H  25.34  -7.51  -7.98
O  26.48  -5.23  -3.86
H  26.31  -2.14  -1.51
C  26.69  -1.65  -7.07
H  23.75  -4.03  -2.09
C  21.89  -6.43  -6.84
F  22.70  -7.50  -6.98
O  26.19  -7.12  -6.17
H  27.19  -1.27  -7.97
H  28.61  -0.61  -0.81